(1)
Computed, not measured: C21H47NO2SSi2Ti as an isolated structure at a distorted geometry, with ωB97M-V with the def2-TZVPD basis set.

The gap between HOMO and LUMO (spin up / spin down) comes out at 7.9077 / 8.4545 eV. Its HOMO energy (spin up / spin down) is -10.81 / -11.22 eV.

Geometry as ORCA input:
```
! RIJCOSX wB97M-V def2-TZVPD def2/J DEFGRID3
* xyz 1 2
O -0.612 -1.364 -2.098
O -2.351 -0.596 -4.806
C 0.216 -2.321 -2.846
C 0.587 -3.521 -1.998
H 1.111 -1.756 -3.145
H -0.359 -2.575 -3.746
H 1.202 -3.240 -1.135
H 1.197 -4.188 -2.612
H -0.298 -4.071 -1.661
C -1.845 -1.876 -1.446
C -2.769 -2.467 -2.473
H -2.289 -1.009 -0.939
H -1.550 -2.609 -0.683
H -2.928 -1.788 -3.318
H -3.742 -2.666 -2.012
H -2.382 -3.421 -2.841
C -3.350 0.432 -4.972
C -2.133 -1.459 -5.943
C -4.587 0.154 -4.146
H -3.632 0.542 -6.037
H -2.870 1.365 -4.647
H -5.076 -0.772 -4.468
H -5.298 0.977 -4.282
H -4.344 0.079 -3.081
C -3.318 -2.328 -6.315
H -1.290 -2.099 -5.651
H -1.825 -0.838 -6.802
H -3.698 -2.902 -5.460
H -2.983 -3.043 -7.075
H -4.137 -1.740 -6.748
H -0.707 0.232 -3.273
Ti 0.288 0.271 -1.341
C -0.197 1.273 -3.265
Si 0.535 1.616 -4.989
H -0.892 2.056 -2.924
H 0.839 1.360 -2.742
C 1.211 0.021 -5.700
C 1.913 2.847 -4.680
C -0.728 2.298 -6.183
C 2.319 0.156 -1.241
Si 3.416 1.119 -0.043
H 2.717 0.266 -2.272
H 2.361 -0.941 -0.998
C 4.120 2.611 -0.947
C 4.778 -0.065 0.494
C 2.675 1.782 1.555
H -0.202 2.768 -7.026
H -1.343 3.058 -5.689
H -1.388 1.516 -6.582
H 2.056 -0.362 -5.120
H 1.554 0.212 -6.725
H 0.439 -0.757 -5.749
H 2.505 2.595 -3.791
H 1.493 3.850 -4.538
H 2.584 2.873 -5.550
H 4.953 -0.820 -0.283
H 4.502 -0.580 1.425
H 5.716 0.480 0.666
H 2.191 1.000 2.154
H 1.939 2.575 1.361
H 3.487 2.216 2.167
H 5.009 2.972 -0.408
H 3.387 3.431 -0.985
H 4.419 2.354 -1.972
S -0.640 1.941 0.029
C -0.358 0.684 1.180
C -0.521 0.807 2.562
C -0.063 -0.208 3.388
C 0.493 -1.351 2.815
C 0.535 -1.488 1.436
N 0.116 -0.472 0.631
H -0.961 1.732 2.914
H -0.146 -0.107 4.468
H 0.891 -2.148 3.440
H 0.913 -2.373 0.929
*
```

Results of the Löwdin charge analysis, in e, for atoms 1 through 5: atom 1 (O): -0.37, atom 2 (O): -0.25, atom 3 (C): -0.19, atom 4 (C): -0.04, atom 5 (H): 0.12



(2)
Computed, not measured: C21H47O2P3Tl as an isolated structure at a distorted geometry, with ωB97M-V with the def2-TZVPD basis set.

The gap between HOMO and LUMO (spin up / spin down) comes out at 7.8944 / 5.5289 eV. Its HOMO energy (spin up / spin down) is -16.79 / -15.75 eV.

Geometry as ORCA input:
```
! RIJCOSX wB97M-V def2-TZVPD def2/J DEFGRID3
* xyz 3 1
Tl 1.966 0.579 1.555
P -2.751 -0.713 -1.660
P -1.521 -1.720 2.016
P -1.016 -1.783 -2.494
H 2.267 2.902 -2.191
C 1.797 2.638 -3.138
C 0.484 2.842 -3.376
H -0.184 3.353 -2.669
C -2.237 0.698 -0.669
C -3.758 -1.830 -0.671
C -3.715 -0.124 -3.068
C 1.230 -1.607 3.285
C -1.725 -1.208 3.766
C -0.974 -3.426 2.419
C -0.185 -0.643 -3.616
C -1.682 -3.167 -3.448
C 0.143 -2.425 -1.278
H 2.412 2.069 -3.848
H 0.031 2.474 -4.302
H -1.469 1.301 -1.175
H -1.843 0.365 0.304
H -3.122 1.331 -0.493
H -3.435 -1.814 0.385
H -3.700 -2.859 -1.054
H -4.799 -1.486 -0.749
H -3.145 0.604 -3.660
H -4.613 0.368 -2.668
H -4.024 -0.956 -3.716
H 0.930 -2.156 4.198
H 1.820 -0.748 3.648
H 1.802 -2.295 2.643
H -1.039 -1.763 4.423
H -2.751 -1.327 4.145
H -1.490 -0.125 3.798
H -0.622 -3.534 3.461
H -0.165 -3.682 1.706
H -1.771 -4.165 2.232
H 0.734 -1.137 -3.962
H 0.083 0.307 -3.137
H -0.821 -0.432 -4.487
H -0.831 -3.772 -3.790
H -2.239 -2.806 -4.324
H -2.341 -3.796 -2.835
H 0.461 -3.423 -1.618
H -0.315 -2.514 -0.279
H 1.029 -1.775 -1.214
C 4.537 -0.006 0.619
C 4.954 -0.809 1.731
C 5.702 -1.960 1.521
C 6.082 -2.333 0.229
C 5.465 -1.705 -0.872
C 4.553 -0.662 -0.677
O 4.140 1.253 0.762
H 0.350 -1.118 2.692
H 4.740 -0.467 2.746
H 6.040 -2.541 2.377
H 6.894 -3.062 0.044
H 5.634 -2.099 -1.875
H 3.830 -0.325 -1.442
C -1.316 4.764 -0.109
C -0.209 3.971 0.571
O -0.662 2.791 1.261
C -1.591 3.015 2.337
C -1.035 3.846 3.482
H -1.846 4.161 -0.857
H -0.867 5.617 -0.629
H -2.045 5.164 0.606
H 0.506 3.598 -0.177
H 0.325 4.616 1.290
H -2.500 3.492 1.934
H -1.856 2.006 2.683
H -0.917 4.897 3.196
H -1.743 3.814 4.316
H -0.073 3.463 3.842
*
```

Results of the Löwdin charge analysis, in e, for atoms 1 through 5: atom 1 (Tl): 1.11, atom 2 (P): 0.80, atom 3 (P): 0.87, atom 4 (P): 0.81, atom 5 (H): 0.05



(3)
Computed, not measured: C21H47OP3STl as an isolated structure at a distorted geometry, with ωB97M-V with the def2-TZVPD basis set.

The gap between HOMO and LUMO (spin up / spin down) comes out at 6.9046 / 3.5402 eV. Its HOMO energy (spin up / spin down) is -16.59 / -15.27 eV.

Geometry as ORCA input:
```
! RIJCOSX wB97M-V def2-TZVPD def2/J DEFGRID3
* xyz 3 1
Tl -0.039 -0.993 -0.254
P -1.935 -1.955 -2.257
P 1.619 -2.944 0.106
P 1.166 0.612 -1.919
H -1.097 1.290 2.420
C -1.102 1.889 1.507
C -2.206 1.968 0.752
H -3.124 1.432 1.038
C -3.457 -2.902 -1.861
C -1.138 -3.094 -3.457
C -2.615 -0.682 -3.399
C 2.710 -2.447 1.469
C 0.964 -4.546 0.619
C 2.742 -3.301 -1.270
C 0.409 2.224 -2.227
C 1.613 -0.053 -3.538
C 2.745 0.880 -1.071
H -0.175 2.427 1.270
H -2.246 2.521 -0.204
H -4.141 -2.263 -1.293
H -3.193 -3.758 -1.235
H -3.965 -3.256 -2.770
H -0.811 -3.994 -2.925
H -0.257 -2.608 -3.895
H -1.830 -3.386 -4.262
H -3.239 0.012 -2.822
H -3.225 -1.133 -4.196
H -1.791 -0.113 -3.847
H 3.495 -3.211 1.594
H 2.127 -2.365 2.397
H 3.173 -1.471 1.258
H 1.810 -5.232 0.795
H 0.317 -4.953 -0.171
H 0.369 -4.437 1.536
H 3.418 -4.115 -0.961
H 3.331 -2.411 -1.529
H 2.170 -3.619 -2.150
H 1.149 2.855 -2.739
H 0.109 2.698 -1.279
H -0.478 2.087 -2.866
H 2.322 0.656 -3.996
H 0.711 -0.138 -4.164
H 2.089 -1.040 -3.434
H 3.350 1.555 -1.692
H 3.278 -0.078 -0.935
H 2.577 1.344 -0.087
C 2.659 5.628 0.487
C 3.790 5.990 1.250
C 3.708 7.086 2.105
C 2.547 7.859 2.184
C 1.461 7.539 1.370
C 1.510 6.454 0.507
S 2.575 4.198 -0.506
H 3.542 3.369 0.014
H 4.693 5.381 1.173
H 4.568 7.338 2.733
H 2.492 8.704 2.870
H 0.549 8.137 1.410
H 0.669 6.194 -0.134
C -1.796 -1.635 4.239
C -1.556 -2.554 3.050
O -2.075 -2.062 1.799
C -3.491 -1.776 1.843
C -4.354 -3.007 2.027
H -1.634 -0.579 3.983
H -1.087 -1.906 5.029
H -2.807 -1.755 4.640
H -0.477 -2.680 2.872
H -1.992 -3.545 3.249
H -3.688 -1.061 2.667
H -3.723 -1.295 0.881
H -4.130 -3.552 2.946
H -5.410 -2.718 2.066
H -4.238 -3.702 1.189
*
```

Results of the Löwdin charge analysis, in e, for atoms 1 through 5: atom 1 (Tl): 0.54, atom 2 (P): 0.75, atom 3 (P): 0.66, atom 4 (P): 0.66, atom 5 (H): 0.05



no.,total energy (eV)
1,-77826.5562
2,-59164.4837
3,-67954.9493